Record 1
The following is a quantum chemistry calculation of a molecular structure, CGaLiO2 in a non-equilibrium geometry, from the OMol25 dataset.

The geometry in XYZ format:
```
5
Properties=species:S:1:pos:R:3:lowdin_charge:R:1
O 2.296 -1.034 0.260 0.359
C 1.279 -0.351 -0.035 -0.012
O 0.271 0.453 -0.331 -0.236
Ga -1.462 1.264 -0.320 1.185
Li -0.849 -0.757 0.414 0.704
```

Max |F|: 11.36 eV/Å
Molecular weight: 120.7 g/mol
Net charge: +2
E_tot: -57691.3949 eV
HOMO-LUMO gap: 10.319 eV
HOMO: -0.8140 Ha

***

Record 2
The following is a quantum chemistry calculation of 6 unconnected molecules or ions with the total composition C29H46N2O19 in a non-equilibrium geometry, from the OMol25 dataset.

The geometry in XYZ format:
```
96
Properties=species:S:1:pos:R:3:lowdin_charge:R:1
O 0.161 -3.563 -1.082 0.041
N 0.675 -4.621 -0.988 0.012
O 1.215 -4.917 -2.231 -0.077
C 2.044 -6.102 -2.130 -0.116
N 3.472 -5.761 -2.301 0.052
C 4.325 -5.866 -1.144 -0.351
O 4.704 -6.857 -0.590 0.144
C 4.719 -4.412 -0.769 -0.047
C 5.395 -3.854 0.386 0.008
C 5.601 -2.397 0.433 -0.050
C 5.122 -1.509 -0.643 -0.044
C 4.445 -2.068 -1.831 0.017
C 4.282 -3.502 -1.847 -0.052
C 3.660 -4.462 -2.899 -0.359
O 3.411 -4.078 -4.007 0.143
H 1.827 -6.713 -1.222 0.147
H 1.751 -6.735 -3.015 0.145
H 5.759 -4.522 1.196 0.116
H 6.130 -1.922 1.295 0.102
H 5.256 -0.406 -0.617 0.100
H 4.074 -1.454 -2.679 0.114
C -2.565 -0.748 -1.573 -0.054
C -1.571 -1.204 -0.522 -0.216
O -0.941 -0.083 0.119 0.025
C -1.694 0.573 1.009 -0.603
O -2.827 0.304 1.315 0.122
O -0.971 1.598 1.488 -0.007
C -1.701 2.446 2.378 -0.034
H -2.084 -0.076 -2.287 0.080
H -2.977 -1.604 -2.110 0.081
H -3.393 -0.195 -1.126 0.075
H -0.779 -1.774 -1.000 0.078
H -2.038 -1.859 0.218 0.129
H -2.146 1.876 3.193 0.087
H -2.469 2.987 1.823 0.100
H -1.000 3.166 2.797 0.096
C -5.412 0.559 3.928 -0.064
C -4.850 0.885 5.298 -0.211
O -5.102 2.251 5.656 0.032
C -6.358 2.529 6.026 -0.601
O -7.269 1.745 6.090 0.123
O -6.427 3.839 6.297 0.002
C -7.746 4.290 6.610 -0.045
H -5.031 1.259 3.182 0.075
H -5.143 -0.456 3.633 0.083
H -6.500 0.641 3.915 0.074
H -3.766 0.764 5.281 0.116
H -5.238 0.209 6.064 0.124
H -8.182 3.709 7.422 0.096
H -8.374 4.239 5.720 0.099
H -7.672 5.330 6.926 0.092
C 2.031 -0.651 -7.451 -0.065
C 2.259 -0.032 -6.086 -0.212
O 3.643 -0.086 -5.713 0.026
C 4.443 0.794 -6.326 -0.602
O 4.104 1.613 -7.142 0.124
O 5.692 0.591 -5.888 0.001
C 6.669 1.402 -6.542 -0.044
H 2.429 -1.668 -7.479 0.083
H 0.967 -0.679 -7.688 0.080
H 2.541 -0.088 -8.233 0.073
H 1.713 -0.603 -5.335 0.121
H 1.889 0.996 -6.043 0.124
H 6.411 2.459 -6.484 0.096
H 6.772 1.088 -7.582 0.099
H 7.620 1.247 -6.035 0.093
C -5.105 6.309 -3.544 -0.068
C -5.252 5.575 -2.224 -0.213
O -4.375 4.443 -2.155 0.033
C -3.085 4.725 -1.938 -0.602
O -2.613 5.823 -1.792 0.123
O -2.406 3.571 -1.930 -0.001
C -0.992 3.736 -1.807 -0.038
H -5.248 5.621 -4.380 0.082
H -5.833 7.117 -3.618 0.080
H -4.107 6.737 -3.651 0.073
H -6.267 5.186 -2.138 0.122
H -5.088 6.241 -1.373 0.125
H -0.736 4.334 -0.933 0.097
H -0.596 4.191 -2.715 0.099
H -0.550 2.747 -1.690 0.090
C 2.205 -2.933 7.210 -0.068
C 3.434 -3.102 6.336 -0.214
O 3.077 -3.240 4.955 0.031
C 2.705 -2.110 4.339 -0.602
O 2.654 -1.015 4.837 0.123
O 2.381 -2.417 3.077 0.001
C 1.866 -1.311 2.331 -0.034
H 1.503 -3.752 7.043 0.082
H 2.484 -2.911 8.265 0.080
H 1.677 -2.008 6.977 0.073
H 3.952 -4.019 6.616 0.121
H 4.140 -2.278 6.471 0.124
H 2.551 -0.463 2.354 0.098
H 0.888 -1.027 2.721 0.097
H 1.748 -1.634 1.297 0.088
```

Max |F|: 2.93 eV/Å
Molecular weight: 726.7 g/mol
Net charge: 0
E_tot: -72698.7583 eV
HOMO-LUMO gap: 9.189 eV
Structure (SMILES): O=NOCN1C(=O)c2ccccc2C1=O.CCOC(=O)OC.CCOC(=O)OC.CCOC(=O)OC.CCOC(=O)OC.CCOC(=O)OC
HOMO: -0.3614 Ha

***

Record 3
The following is a quantum chemistry calculation of a single C5H6N2 molecule in a non-equilibrium geometry, from the OMol25 dataset.

The geometry in XYZ format:
```
13
Properties=species:S:1:pos:R:3:lowdin_charge:R:1
C 0.941 1.872 0.321 -0.015
C -0.187 0.948 0.299 -0.331
N -1.383 0.760 -0.031 0.196
C -0.707 -0.346 0.753 -0.237
C -0.327 -1.588 0.035 -0.240
C -0.422 -1.681 -1.411 -0.120
N 0.761 -1.422 -1.081 0.162
H 1.642 1.606 -0.471 0.088
H 0.593 2.888 0.142 0.083
H 1.462 1.815 1.277 0.088
H -1.009 -0.469 1.787 0.114
H -0.320 -2.492 0.630 0.109
H -1.044 -1.890 -2.252 0.104
```

Max |F|: 1.56 eV/Å
Molecular weight: 94.1 g/mol
Net charge: 0
E_tot: -8258.5920 eV
HOMO-LUMO gap: 10.147 eV
Structure (SMILES): CC1=N[C@H]1[C@H]1C=N1
HOMO: -0.3299 Ha

***

Result set for energy relative to the best compared isomer or geometry (same formula, charge and spin): 0.000, 1.300, 3.766 eV, one per record in the order listed.